# 1
{
  "formula": "C15H22NO7PS",
  "method": "the ωB97M-V functional and the def2-TZVPD basis",
  "max_force_ev_per_a": 2.848,
  "homo_lumo_gap_ev": 9.43,
  "relative_energy_ev": 0.000,
  "lumo_energy_ev": 0.42,
  "total_charge": 0,
  "smiles": "CS[C@@H]1O[C@H](CO)[C@H](O)[C@H](NC(=O)c2ccc(C)cc2)[C@H]1O[P@@H](=O)O",
  "multiplicity": 1,
  "total_energy_ha": -1905.83619,
  "species": ["C", "S", "C", "O", "C", "C", "O", "C", "O", "C", "N", "C", "O", "C", "C", "C", "C", "C", "C", "C", "C", "O", "P", "O", "O", "H", "H", "H", "H", "H", "H", "H", "H", "H", "H", "H", "H", "H", "H", "H", "H", "H", "H", "H", "H", "H", "H"],
  "coordinates": [[-2.457, -2.778, 4.562], [-1.686, -2.936, 2.911], [-0.717, -1.370, 2.845], [-1.372, -0.247, 3.439], [-0.548, 0.938, 3.471], [-1.310, 2.032, 4.269], [-2.700, 2.148, 3.899], [-0.323, 1.371, 2.005], [-1.587, 1.660, 1.436], [0.363, 0.230, 1.211], [0.349, 0.502, -0.219], [1.339, 0.141, -1.114], [2.255, -0.604, -0.731], [1.364, 0.575, -2.522], [0.196, 0.768, -3.269], [0.272, 1.091, -4.661], [1.496, 1.275, -5.312], [1.595, 1.570, -6.791], [2.645, 1.118, -4.522], [2.605, 0.716, -3.174], [-0.355, -1.125, 1.394], [0.539, -2.126, 0.912], [0.082, -2.980, -0.424], [-0.772, -2.201, -1.310], [1.453, -3.168, -1.236], [-1.667, -2.649, 5.284], [-3.183, -1.953, 4.524], [-3.062, -3.654, 4.832], [0.239, -1.517, 3.358], [0.427, 0.697, 3.919], [-1.202, 1.784, 5.333], [-0.830, 3.011, 4.095], [-3.102, 1.294, 4.086], [0.338, 2.269, 1.939], [-2.225, 1.878, 2.183], [1.392, 0.124, 1.608], [-0.443, 1.030, -0.655], [-0.763, 0.532, -2.811], [-0.599, 1.254, -5.252], [2.557, 1.384, -7.230], [0.887, 0.967, -7.318], [1.326, 2.626, -6.938], [3.649, 1.264, -4.965], [3.539, 0.609, -2.639], [-1.309, -1.096, 0.828], [-0.508, -4.204, -0.087], [1.814, -2.251, -1.166]],
  "nbo_charge": [-0.730, 0.179, -0.013, -0.563, 0.046, -0.088, -0.714, 0.087, -0.758, -0.071, -0.613, 0.704, -0.689, -0.195, -0.109, -0.232, 0.005, -0.632, -0.217, -0.142, 0.038, -0.801, 2.159, -1.124, -0.988, 0.218, 0.221, 0.237, 0.173, 0.190, 0.184, 0.201, 0.488, 0.177, 0.504, 0.234, 0.427, 0.216, 0.209, 0.221, 0.222, 0.223, 0.210, 0.231, 0.233, -0.085, 0.526]
}

***

# 2
{
  "formula": "C15H23AlBrCl3FLi2N4O10P",
  "method": "the ωB97M-V functional and the def2-TZVPD basis",
  "max_force_ev_per_a": 5.359,
  "homo_lumo_gap_ev": 2.49,
  "relative_energy_ev": 0.000,
  "lumo_energy_ev": -5.08,
  "total_charge": 0,
  "multiplicity": 1,
  "total_energy_ha": -6209.72282,
  "species": ["N", "C", "N", "C", "N", "C", "O", "O", "N", "H", "H", "H", "H", "H", "H", "H", "Cl", "C", "C", "Cl", "H", "H", "H", "H", "O", "C", "O", "C", "C", "C", "H", "H", "H", "H", "H", "H", "H", "H", "Br", "C", "C", "C", "O", "C", "C", "C", "O", "H", "H", "H", "H", "F", "Li", "Cl", "Al", "O", "P", "O", "O", "O", "Li"],
  "coordinates": [[5.045, 0.710, 2.482], [3.793, 0.886, 2.048], [3.342, 1.881, 1.306], [2.015, 1.608, 1.107], [1.749, 0.512, 1.696], [0.510, -0.221, 1.796], [-0.283, 0.382, 2.798], [-1.620, 0.503, 2.300], [2.835, -0.005, 2.313], [5.740, 1.355, 2.157], [5.300, -0.070, 3.052], [1.235, 2.255, 0.504], [0.695, -1.265, 1.984], [0.010, -0.111, 0.850], [-1.592, 1.400, 1.917], [2.871, -0.860, 2.837], [2.098, -1.435, -0.806], [3.670, -1.352, -1.709], [4.444, -0.162, -1.299], [3.632, 1.341, -1.803], [3.435, -1.352, -2.778], [4.269, -2.325, -1.473], [5.478, -0.188, -1.774], [4.575, -0.114, -0.218], [1.339, -2.519, -4.399], [0.392, -3.170, -4.068], [0.509, -4.083, -3.082], [-0.574, -4.812, -2.520], [-0.946, -6.017, -3.360], [-0.928, -3.060, -4.802], [-1.428, -4.155, -2.337], [-0.218, -5.144, -1.546], [-1.284, -5.727, -4.355], [-1.741, -6.588, -2.879], [-0.078, -6.662, -3.490], [-0.868, -3.639, -5.722], [-1.091, -2.014, -5.048], [-1.789, -3.390, -4.225], [7.206, 0.732, -2.287], [-4.826, 1.979, 3.818], [-6.057, 2.054, 4.316], [-7.124, 2.841, 3.630], [-8.241, 2.896, 4.101], [-6.758, 3.524, 2.382], [-5.516, 3.445, 1.884], [-4.474, 2.669, 2.567], [-3.313, 2.565, 2.117], [-4.037, 1.413, 4.299], [-6.342, 1.553, 5.233], [-7.538, 4.093, 1.897], [-5.212, 3.940, 0.972], [-3.792, 5.046, 1.855], [2.509, 3.667, 2.345], [3.556, -3.646, -0.655], [-3.291, 1.100, 0.469], [-0.476, 4.815, -1.454], [0.593, 3.962, -0.813], [1.271, 4.718, 0.332], [1.627, 3.771, -1.928], [0.033, 2.619, -0.321], [5.662, -2.151, -2.209]],
  "nbo_charge": [-0.768, 0.573, -0.592, 0.228, -0.155, 0.058, -0.263, -0.464, -0.365, 0.442, 0.420, 0.339, 0.217, 0.248, 0.484, 0.454, -0.112, -0.443, -0.477, -0.051, 0.245, 0.167, 0.230, 0.178, -0.575, 0.805, -0.498, -0.066, -0.637, -0.745, 0.165, 0.205, 0.206, 0.215, 0.224, 0.245, 0.245, 0.211, -0.822, -0.285, -0.156, 0.466, -0.481, -0.277, -0.195, 0.568, -0.747, 0.228, 0.233, 0.238, 0.291, -0.819, 0.973, -0.806, 0.924, -0.601, 2.411, -0.984, -0.585, -1.114, 0.944]
}

***

# 3
{
  "formula": "C15H23ClN3OS2",
  "method": "the ωB97M-V functional and the def2-TZVPD basis",
  "max_force_ev_per_a": 1.245,
  "homo_lumo_gap_ev": 6.32,
  "lumo_energy_ev": -4.61,
  "total_charge": 1,
  "smiles": "S=C(SCCCc1cc(CCCCl)cn[nH+]1)N1CCOCC1",
  "multiplicity": 1,
  "total_energy_ha": -2081.14000,
  "species": ["S", "C", "S", "C", "C", "C", "C", "C", "C", "C", "C", "C", "Cl", "C", "N", "N", "N", "C", "C", "O", "C", "C", "H", "H", "H", "H", "H", "H", "H", "H", "H", "H", "H", "H", "H", "H", "H", "H", "H", "H", "H", "H", "H", "H", "H"],
  "coordinates": [[-0.831, 3.346, 2.215], [-0.905, 1.740, 2.293], [-0.462, 0.803, 0.790], [-1.956, 1.093, -0.206], [-1.603, 0.979, -1.686], [-0.578, 2.044, -2.117], [0.740, 1.505, -2.569], [1.346, 0.366, -2.035], [2.568, -0.049, -2.533], [3.270, -1.265, -2.028], [2.351, -2.528, -2.073], [1.725, -2.866, -0.726], [2.808, -3.907, 0.223], [3.126, 0.733, -3.570], [2.563, 1.802, -4.066], [1.395, 2.134, -3.546], [-1.287, 1.090, 3.473], [-0.446, -0.070, 3.853], [-1.004, -1.417, 3.434], [-2.347, -1.563, 3.846], [-3.137, -0.596, 3.189], [-2.732, 0.816, 3.582], [-2.703, 0.350, 0.052], [-2.322, 2.095, 0.002], [-1.265, -0.035, -1.890], [-2.526, 1.105, -2.243], [-0.431, 2.782, -1.330], [-1.010, 2.578, -2.966], [0.859, -0.168, -1.239], [3.582, -1.122, -0.996], [4.145, -1.475, -2.634], [1.531, -2.323, -2.764], [2.887, -3.372, -2.488], [1.539, -1.975, -0.133], [0.768, -3.360, -0.853], [4.078, 0.440, -3.985], [0.964, 2.958, -3.949], [-0.312, -0.027, 4.930], [0.531, 0.058, 3.388], [-0.434, -2.215, 3.901], [-0.929, -1.533, 2.350], [-3.043, -0.744, 2.108], [-4.174, -0.743, 3.474], [-3.082, 1.022, 4.590], [-3.261, 1.514, 2.934]],
  "nbo_charge": [0.134, -0.088, 0.106, -0.502, -0.409, -0.470, 0.318, -0.227, 0.108, -0.462, -0.407, -0.379, -0.036, 0.029, -0.123, -0.250, -0.498, -0.247, -0.094, -0.510, -0.084, -0.240, 0.229, 0.234, 0.211, 0.243, 0.279, 0.234, 0.257, 0.258, 0.240, 0.208, 0.249, 0.201, 0.227, 0.236, 0.432, 0.226, 0.205, 0.209, 0.165, 0.148, 0.211, 0.219, 0.212]
}

***

# 4
{
  "formula": "C15H23F3NO2PSn",
  "method": "the ωB97M-V functional and the def2-TZVPD basis",
  "max_force_ev_per_a": 3.183,
  "homo_lumo_gap_ev": 6.99,
  "lumo_energy_ev": 0.40,
  "total_charge": 0,
  "multiplicity": 1,
  "total_energy_ha": -1645.81117,
  "species": ["C", "C", "C", "C", "C", "C", "C", "C", "N", "Sn", "C", "P", "H", "H", "H", "H", "H", "H", "H", "H", "C", "C", "H", "C", "C", "H", "H", "H", "H", "H", "H", "H", "H", "H", "H", "H", "H", "H", "H", "F", "C", "F", "F", "C", "O", "O"],
  "coordinates": [[0.449, 3.442, -3.557], [-0.855, 3.081, -3.210], [-1.101, 1.968, -2.387], [-0.016, 1.249, -1.884], [1.295, 1.640, -2.180], [1.525, 2.728, -3.031], [-2.548, 1.655, -2.090], [-3.012, 0.198, -1.894], [-1.947, -0.833, -2.098], [-0.385, -0.537, -0.570], [2.488, 0.946, -1.565], [2.154, -0.830, -1.216], [-1.706, 3.649, -3.593], [2.559, 2.991, -3.268], [0.631, 4.280, -4.231], [2.754, 1.398, -0.594], [3.369, 0.974, -2.221], [-2.860, 2.211, -1.189], [-3.157, 2.055, -2.914], [-3.423, 0.064, -0.883], [3.459, -1.281, -0.054], [2.502, -1.651, -2.796], [-3.807, -0.054, -2.620], [-1.490, -0.804, -3.528], [-2.534, -2.187, -1.817], [-0.492, -1.642, 1.944], [-1.922, -1.671, -4.051], [-1.827, 0.116, -4.019], [-0.400, -0.874, -3.603], [-2.929, -2.605, -2.753], [-1.752, -2.856, -1.436], [-3.338, -2.124, -1.074], [3.587, -1.638, -2.972], [2.155, -2.691, -2.729], [1.987, -1.149, -3.625], [4.445, -1.134, -0.523], [3.372, -0.656, 0.848], [3.338, -2.338, 0.224], [-0.758, -2.395, 1.823], [0.475, 2.049, 3.671], [0.071, 2.568, 2.479], [-1.061, 3.276, 2.683], [1.039, 3.424, 2.044], [-0.112, 1.399, 1.415], [-1.246, 1.212, 0.870], [0.924, 0.732, 1.184]],
  "nbo_charge": [-0.215, -0.213, -0.048, -0.481, 0.053, -0.239, -0.455, -0.218, -0.550, 0.999, -0.753, 0.921, 0.204, 0.204, 0.213, 0.264, 0.221, 0.251, 0.213, 0.223, -0.946, -0.954, 0.191, -0.415, -0.420, 0.007, 0.195, 0.224, 0.208, 0.192, 0.221, 0.220, 0.233, 0.240, 0.249, 0.227, 0.272, 0.244, -0.002, -0.323, 0.900, -0.314, -0.325, 0.702, -0.707, -0.712]
}

***

# 5
{
  "formula": "C15H23FeN3O3STe",
  "method": "the ωB97M-V functional and the def2-TZVPD basis",
  "max_force_ev_per_a": 1.739,
  "homo_lumo_gap_ev": [5.44, 5.60],
  "relative_energy_ev": 0.787,
  "lumo_energy_ev": [0.29, 0.25],
  "total_charge": 0,
  "multiplicity": 5,
  "total_energy_ha": -2905.19522,
  "species": ["Fe", "C", "O", "C", "C", "O", "C", "C", "O", "C", "H", "H", "H", "H", "H", "H", "H", "H", "H", "H", "H", "H", "H", "H", "C", "N", "C", "C", "N", "C", "S", "C", "C", "C", "C", "C", "N", "H", "H", "H", "H", "H", "H", "H", "H", "H", "Te"],
  "coordinates": [[0.029, -1.880, -0.036], [-0.028, -1.673, 3.104], [0.848, -1.232, 2.061], [2.165, -1.729, 2.225], [2.963, -1.286, 1.039], [2.398, -1.918, -0.090], [2.949, -1.535, -1.335], [2.144, -2.230, -2.390], [0.820, -1.735, -2.308], [-0.056, -2.382, -3.234], [-0.029, -2.761, 3.160], [-1.029, -1.340, 2.849], [0.285, -1.232, 4.056], [2.140, -2.820, 2.271], [2.611, -1.327, 3.141], [4.011, -1.575, 1.159], [2.906, -0.194, 0.937], [3.998, -1.836, -1.398], [2.880, -0.447, -1.467], [2.145, -3.308, -2.209], [2.570, -2.021, -3.377], [-0.048, -3.460, -3.071], [0.251, -2.141, -4.257], [-1.059, -2.011, -3.049], [-4.682, -0.125, -0.212], [-3.786, 1.014, -0.047], [-4.180, 2.330, 0.117], [-3.080, 3.074, 0.184], [-1.981, 2.210, 0.053], [-2.436, 0.911, -0.120], [-1.713, -0.557, -0.488], [-0.622, 2.663, 0.155], [-0.348, 4.026, 0.259], [0.973, 4.428, 0.349], [1.974, 3.479, 0.332], [1.587, 2.157, 0.230], [0.317, 1.754, 0.146], [-5.706, 0.237, -0.136], [-4.491, -0.870, 0.555], [-4.519, -0.595, -1.178], [-5.215, 2.620, 0.181], [-2.989, 4.131, 0.330], [-1.132, 4.766, 0.266], [1.209, 5.482, 0.430], [3.019, 3.748, 0.398], [2.333, 1.368, 0.219], [-0.397, -4.178, 0.196]],
  "mulliken_spin": [3.565, -0.013, 0.018, -0.014, 0.012, 0.006, 0.004, -0.007, 0.015, -0.004, 0.006, 0.002, 0.000, -0.001, 0.003, 0.001, -0.011, 0.000, -0.005, 0.000, 0.002, 0.002, 0.000, 0.002, 0.003, 0.007, -0.001, 0.002, 0.004, 0.018, 0.011, 0.000, 0.001, 0.000, 0.002, 0.000, 0.005, 0.000, -0.001, -0.001, 0.000, 0.001, 0.000, 0.000, 0.000, 0.002, 0.367]
}